Formula: C34H37ClN7O2Pd
Source: OMol25
Level of theory: ωB97M-V/def2-TZVPD

```
82
Properties=species:S:1:pos:R:3
H -3.8144 6.4737 -1.5440
C 0.7080 -0.5555 3.0739
C 4.6523 -0.4840 -0.0914
Cl 5.0380 3.4529 -2.8125
H 1.1990 -1.2398 5.0372
C -0.8201 -0.5132 4.9000
N -4.0550 0.9166 3.8476
C -1.4328 -2.6826 -2.4568
C 0.4356 -0.8119 4.4065
H 1.2889 5.0856 -5.3869
C 1.6311 4.3279 -4.6936
H -2.8167 -3.8355 -3.5984
C -1.3754 7.5210 -3.7168
O -0.6871 5.0184 -2.3904
C 2.2118 -1.2917 -1.0482
H -4.8128 -2.7933 -2.5834
H -0.8947 5.3774 -5.1613
H -0.6495 3.0190 -5.8335
H 2.9456 1.5992 -2.3137
C -1.4580 4.5908 -4.6571
C 2.5685 2.3726 -2.9704
C -2.4137 -1.1102 -0.9009
C 2.9410 4.3789 -4.2466
C -3.6390 6.6022 -4.1822
C 3.3644 -1.9016 -1.5333
H -0.5213 7.5632 -3.0404
H 5.5021 -1.9469 -1.4101
C -1.6190 3.1780 0.5200
C -1.8252 5.0642 -3.2376
H -1.0160 7.3274 -4.7266
H -2.2787 -0.3508 -0.1351
H -1.1915 2.4588 -4.2811
C 2.2487 -0.2602 -0.0961
N 0.9854 -1.7584 -1.5477
C -1.7333 2.2110 -1.3463
C -3.1299 0.3380 4.6478
N -0.2051 -0.0252 2.2549
H -0.5517 -3.1323 -2.8893
H -3.3606 6.4972 -5.2294
N -0.0282 -1.2474 -1.0288
O -3.3463 0.0703 5.8072
H 0.6178 1.5248 -3.1095
N -2.2510 4.0246 -0.2472
H -2.9696 7.9868 -1.7686
H -4.5537 -1.0568 -0.8467
H 5.6121 -0.1639 0.2886
N -1.2597 2.0313 -0.1185
H 1.6714 -0.7797 2.6324
H -1.8166 8.5170 -3.7215
H -3.1129 3.2825 -3.3150
H -1.3871 3.3881 1.5491
H -2.3807 4.4791 -5.2286
C -1.4228 0.2558 2.7303
H 3.5757 0.9194 1.1155
C 1.2578 2.3463 -3.4196
H -1.6634 1.5146 -2.1648
H 3.2823 -2.6817 -2.2765
C -1.7770 0.0325 4.0504
H 0.0228 5.5307 -2.7925
Pd 0.3683 0.5169 0.2309
H -2.1136 6.5992 -1.0908
C 0.7606 3.3252 -4.2731
C -2.8405 4.0623 -2.6033
C -0.6649 3.2811 -4.7714
C -3.6813 -1.5045 -1.2998
C -2.8547 6.9053 -1.8266
C 4.5936 -1.4887 -1.0475
N -2.2907 3.4064 -1.4394
C -1.2987 -1.6952 -1.4842
H 3.6077 5.1622 -4.5769
C 3.4889 0.1249 0.3812
H -1.0917 -0.6915 5.9316
H -4.1081 7.5795 -4.0664
H -3.7540 4.5501 -2.2759
H -4.9566 1.1114 4.2519
C -3.8255 -2.4821 -2.2732
C -2.7014 -3.0685 -2.8461
H -4.3997 5.8537 -3.9538
H -2.1110 0.6733 2.0059
C 3.4001 3.4010 -3.3788
H -3.9047 1.1385 2.8823
C -2.4294 6.5094 -3.2481
```

Output
HOMO-LUMO gap (spin up / spin down), eV: 7.3 / 6.6
Relative energy (zero: lowest compared OMol25 entry of this formula, charge and spin), eV: 0.6039
Total energy, Eh: -2439.4180
LUMO (spin up / spin down), Ha: -0.1324 / -0.1618
2S+1: 3
Total charge: +1